Record 1
C4H4F2 | ωB97M-V/def2-TZVPD

Structure (XYZ):
```
10
Properties=species:S:1:pos:R:3:nbo_charge:R:1
F 2.40970 0.49924 -0.05905 -0.340
C 1.73145 -0.65464 -0.00860 0.245
C 0.38746 -0.57898 -0.02008 -0.330
C -0.37263 0.63710 -0.03235 -0.330
C -1.72797 0.61173 -0.01949 0.254
F -2.44254 -0.53716 -0.05810 -0.336
H 2.39079 -1.56256 0.04812 0.186
H -0.19319 -1.52930 0.02307 0.233
H 0.17350 1.60428 0.02271 0.242
H -2.35656 1.51029 0.10377 0.176
```

As for the electronic energy: -9646.2181 eV. Its energy relative to the best compared isomer or geometry (same formula, charge and spin) is 5.4 kcal/mol. The value obtained for the HOMO energy is -8.742 eV. As for the charge: 0.


Record 2
CH5P | ωB97M-V/def2-TZVPD

Structure (XYZ):
```
7
Properties=species:S:1:pos:R:3:nbo_charge:R:1
C -0.37939 -0.69586 -0.18434 -0.703
P 1.06993 0.25182 0.00791 0.376
H -0.54112 -1.77911 -0.32174 0.206
H -1.31625 -0.16100 0.15154 0.203
H -0.70779 1.36289 1.44528 -0.041
H 0.19596 1.29059 0.06251 -0.017
H 1.67866 -0.26932 -1.16116 -0.023
```

As for the electronic energy: -10400.6992 eV. Its energy relative to the best compared isomer or geometry (same formula, charge and spin) is 122.2 kcal/mol. The value obtained for the HOMO energy (spin up / spin down) is -9.859 / -7.598 eV. As for the charge: 0.


> Which formula does entry 1 have?

C4H4F2